Formula: C2H5ClS2
Source: OMol25
Level of theory: ωB97M-V with the def2-TZVPD basis set

Cartesian coordinates (Å):
Cl -3.09 1.90 1.66
S -3.62 2.99 0.09
S 1.27 1.50 -0.73
C 0.43 -0.98 0.04
C 1.43 -0.08 -0.64
H 2.25 -0.64 -0.95
H -0.47 -0.57 -0.18
H -3.16 4.26 0.57
H 0.55 -1.94 -0.17
H 0.70 -0.80 1.03

Output
Kohn-Sham gap: 8.69 eV
energy above the lowest of the compared OMol25 structures with the same formula, charge and spin: 209.1 kJ/mol
charge: 0
max |F|: 4.498 eV Å⁻¹
molecular weight: 128.6 g mol⁻¹
structure (SMILES): CC=S.SCl

Charges in e, computed with Löwdin, in the same order as the atoms: -0.0179 0.1487 0.6880 -0.1286 -0.7060 0.0196 0.0359 -0.1354 0.0278 0.0679